Molecular formula: C4H7IOS
Method: DFT, ωB97M-V/def2-TZVPD

Geometry as ORCA input:
```
! RIJCOSX wB97M-V def2-TZVPD def2/J DEFGRID3
* xyz 0 3
C -1.4323 0.5868 -1.1655
C -0.1554 -0.4429 1.4652
C 1.0583 -1.0191 -0.7113
C 0.3990 0.0390 0.1747
O -2.2130 -0.0141 -1.7834
S 1.3155 1.5602 0.1719
I -1.5977 2.8440 -1.1988
H 0.5238 -0.7353 2.2568
H -0.8242 0.2828 1.9746
H -0.8638 -1.3877 1.3483
H 0.9574 -2.0523 -0.2535
H 0.5484 -1.2130 -1.7175
H 2.0589 -0.8400 -0.8761
H 0.2252 2.3916 0.3146
*
```

The calculation puts the HOMO-LUMO gap (spin up / spin down) at 7.41 / 6.43 eV. As for the expectation value of S²: 2.0116. Its total energy is -927.5759 Ha.